# 1
The following is a DFT calculation (ωB97M-V with the def2-TZVPD basis set) of a structure of composition H16LiO8.

Atoms and positions in Å:
Li 0.33915 -0.41469 0.18580
O -0.78813 -1.68836 1.52250
H -0.94512 -2.59017 1.34821
H -0.75136 -1.58525 2.44791
O 1.29130 0.64367 -1.47168
H 2.01053 1.26950 -1.17776
H 1.46188 0.42632 -2.39535
O 0.23300 1.45978 1.07566
H 1.03968 1.96902 1.27799
H -0.36200 2.01717 1.53450
O -2.75944 0.43775 1.84152
H -2.31538 0.45350 2.69204
H -2.05731 0.13133 1.24285
O -1.83644 -0.06614 -0.78078
H -2.55145 0.36825 -1.27145
H -1.72384 -0.93725 -1.15455
O -0.24007 2.90703 -1.67041
H -0.13437 2.02966 -1.32519
H 0.01355 2.94672 -2.54302
O 2.44617 -0.86227 0.81879
H 2.97233 -0.08145 0.86120
H 2.97959 -1.55243 1.01747
O 0.21656 -2.32532 -1.14559
H 0.98478 -2.85336 -0.88145
H 0.47637 -2.10300 -2.04920

Properties
Lowest unoccupied orbital energy = -3.55 eV
Net charge = +1

Atomic partial charges in e from the Mulliken method, atoms 1 to 2: atom 1 (Li): 0.920, atom 2 (O): -0.448


# 2
The following is a DFT calculation (ωB97M-V with the def2-TZVPD basis set) of an isolated molecule of C19H26N2OS.

Atoms and positions in Å:
N 6.23049 -1.03865 0.42653
C 5.34778 -0.27423 0.26273
C 4.31305 0.80386 0.18415
C 4.85826 2.09564 -0.64309
C 3.68091 2.72801 -1.24092
S 3.82485 4.12664 -2.21562
C 2.20958 4.25126 -2.62469
C 1.51979 3.20375 -2.06365
C 2.37277 2.31987 -1.29758
C 1.97516 0.98788 -0.71522
C 1.10570 0.13564 -1.61802
C 0.34105 -1.11267 -0.92046
N -0.12278 -0.78965 0.38303
C -1.22607 -1.59574 1.02948
C -2.42583 -0.67349 1.29563
C -3.21752 -0.36100 0.02168
C -4.46204 -1.33921 -0.24493
C -4.17008 -2.77430 0.28447
C -3.91401 -2.69691 1.79396
C -3.38879 -1.26819 2.30050
C 0.79694 -0.09054 1.23068
C 1.07530 1.17530 0.57362
O 3.16283 0.19368 -0.53558
H 4.21492 1.00461 1.29224
H 5.62231 1.87065 -1.35356
H 5.26516 2.78039 0.11444
H 1.81437 5.04885 -3.31163
H 0.50399 3.13040 -2.19584
H 0.39595 0.64122 -2.13432
H 1.63193 -0.41977 -2.39345
H 1.10180 -1.96521 -0.99681
H -0.53442 -1.28619 -1.60819
H -1.51591 -2.38904 0.27259
H -0.93741 -2.09074 1.95755
H -2.03167 0.19611 1.69214
H -3.67363 0.59971 0.13860
H -2.45024 -0.24435 -0.88319
H -4.47438 -1.38787 -1.35373
H -5.42410 -1.21365 0.14592
H -3.29628 -3.15715 -0.33243
H -5.01367 -3.33960 0.11137
H -4.83036 -3.09980 2.39299
H -3.20262 -3.48644 2.01173
H -2.74565 -1.42759 3.27902
H -4.32341 -0.63388 2.48408
H 1.69741 -0.75055 1.26790
H 0.54181 0.03687 2.26811
H 0.14478 1.68664 0.27835
H 1.63194 1.88944 1.18938

Properties
Lowest unoccupied orbital energy = 0.60 eV
SMILES = N#C[C@H]1Cc2sccc2C2(CCN(CC3CCCCC3)CC2)O1

Atomic partial charges in e from the Mulliken method, atoms 1 to 2: atom 1 (N): -0.520, atom 2 (C): -0.092


# 3
The following is a DFT calculation (ωB97M-V with the def2-TZVPD basis set) of a structure of composition C34H30BrF6N7O3PRhSTe.

Atoms and positions in Å:
Rh -0.03883 -0.41453 -1.70103
Br -7.20429 0.41316 4.24579
C -6.17251 -1.10338 3.76003
C -6.80771 -2.32126 3.56321
C -6.05642 -3.41988 3.18724
C -4.67134 -3.31999 3.02573
C -4.05010 -2.08108 3.23638
C -4.80400 -0.97244 3.59005
N -4.01235 -4.46100 2.55415
N -2.70934 -4.43179 2.59677
C -1.86355 -3.89186 1.72098
C -0.48634 -3.90090 2.05421
C 0.45898 -3.20443 1.33064
C 0.08980 -2.42336 0.23384
O 0.93033 -1.67872 -0.42585
C -1.28859 -2.46367 -0.17784
N -1.59078 -1.68994 -1.25388
C -2.82355 -1.65609 -1.71693
C -3.83587 -2.43028 -1.14442
C -3.56057 -3.19504 -0.03980
C -2.25892 -3.21202 0.49412
H -7.87900 -2.40177 3.68799
H -6.52712 -4.37856 3.00633
H -2.99015 -1.96193 3.06145
H -4.32531 -0.01002 3.71194
H -0.20567 -4.44103 2.94906
H 1.49790 -3.19903 1.63576
H -3.00219 -1.01835 -2.57268
H -4.82988 -2.39701 -1.56906
H -4.33781 -3.78717 0.41548
C 5.46250 -1.14621 -5.11417
C 4.10975 -1.26756 -4.47171
C 3.29002 -2.35994 -4.72774
C 2.06600 -2.38679 -4.09673
N 1.67469 -1.41556 -3.28211
C 2.50950 -0.38492 -3.12153
S 1.84781 0.91053 -2.14249
N 3.72498 -0.27463 -3.66792
H 6.04544 -2.05774 -4.97293
H 5.99609 -0.30169 -4.68491
H 5.35804 -0.98432 -6.18947
H 3.59946 -3.15552 -5.39264
H 1.37108 -3.20734 -4.23800
C 6.23904 5.09339 3.25187
C 5.35196 4.03184 2.65440
C 5.48169 3.65757 1.32568
C 4.68338 2.66892 0.75559
C 4.85309 2.35146 -0.70893
C 3.73398 2.02624 1.55822
Te 2.45739 0.53685 0.77846
C 3.57363 2.39582 2.90305
C 2.51862 1.77807 3.79132
C 4.38875 3.39367 3.42639
H 6.75717 5.65715 2.47541
H 6.99663 4.64989 3.90297
H 5.66184 5.79637 3.85496
H 6.21949 4.15530 0.70285
H 5.73579 2.84825 -1.11182
H 3.98283 2.67887 -1.28098
H 4.95485 1.27954 -0.88946
H 1.51544 2.07301 3.47146
H 2.65245 2.09671 4.82489
H 2.55093 0.68747 3.76647
H 4.26326 3.68097 4.46678
F -1.31860 0.80443 -3.01588
P -1.58775 0.55834 -4.67544
F -1.87179 0.32161 -6.23009
F -3.15153 0.35578 -4.30286
F -1.81547 2.13651 -4.80045
F -0.01587 0.73696 -4.91408
F -1.34900 -1.01494 -4.42072
C -4.43053 1.20626 0.15360
N -3.02670 1.59679 0.15157
C -2.65900 2.81224 -0.35168
C -1.38372 3.21603 -0.37345
C -0.37610 2.28673 0.10694
O 0.82874 2.64124 0.16459
N -0.73973 1.02322 0.44555
C -2.05275 0.70791 0.64258
O -2.42169 -0.34385 1.16432
H -5.03623 1.96813 0.64544
H -4.51486 0.27268 0.69915
H -4.79379 1.06430 -0.86610
H -3.46874 3.42159 -0.73360
H -1.08722 4.17573 -0.76629

Properties
Lowest unoccupied orbital energy (spin up / spin down) = 2.18 / 0.69 eV
Net charge = -1
Spin multiplicity = 6
⟨S²⟩ = 8.848

Atomic partial charges in e from the Mulliken method, atoms 1 to 2: atom 1 (Rh): 1.325, atom 2 (Br): -0.221


# 4
The following is a DFT calculation (ωB97M-V with the def2-TZVPD basis set) of a cluster of 6 separate species, C38H67N3O6S2 in total.

Atoms and positions in Å:
C -1.14112 0.91413 0.75783
C 0.18070 1.05041 -0.23478
C -0.19285 2.11656 -1.42261
C 0.79136 3.42261 -1.52416
C 1.13234 4.15454 -0.09802
C 0.19957 5.45486 0.25849
C -1.38427 5.05602 0.62043
C -2.17622 6.49450 0.74320
C -3.80712 6.38043 0.82493
C -4.48295 5.24048 -0.13602
C -5.71137 4.33061 0.54232
C -6.51036 3.18858 -0.32229
S -7.94636 2.19241 0.43381
C -6.14703 2.84249 -1.88589
N -6.79000 1.81789 -2.81576
S -5.90863 2.00079 -4.31585
N -4.76072 3.30365 -3.97648
C -4.93885 3.74934 -2.53731
C -4.11584 4.92372 -1.70097
C -2.96365 5.78659 -2.48466
C -3.47534 7.34181 -2.58942
C -2.52857 8.30731 -3.54178
N -1.01114 8.27650 -3.30448
O -3.13866 9.08177 -4.45119
H -0.87409 0.89237 1.89856
H -1.67890 -0.08903 0.45602
H -1.92855 1.77407 0.60874
H 1.17413 1.31061 0.35055
H 0.33836 -0.01020 -0.71685
H -1.32973 2.42682 -1.38402
H -0.06456 1.52457 -2.45085
H 0.38678 4.16490 -2.36566
H 1.83025 3.02407 -1.95515
H 1.15076 3.43624 0.83547
H 2.24849 4.56645 -0.19745
H 0.62996 5.91556 1.26219
H 0.25178 6.28638 -0.56324
H -1.78464 4.37851 -0.25145
H -1.47046 4.41518 1.60871
H -1.81628 7.15147 -0.16432
H -1.77977 7.00922 1.72785
H -4.24762 7.47081 0.63173
H -4.09471 6.10182 1.94792
H -6.03966 4.49724 1.67668
H -9.17825 2.72136 -0.05616
H -2.91811 5.34768 -3.59352
H -1.87941 5.67373 -2.05547
H -4.59574 7.31165 -2.98044
H -3.52710 7.89098 -1.53182
H -0.91408 7.82163 -2.34665
H -0.77553 9.29414 -3.12358
C -1.39740 -4.99712 0.85451
C -0.10301 -4.43236 0.32884
C -0.44931 -2.97191 0.13696
O -1.43761 -2.64545 1.12378
C -1.91125 -3.86348 1.71479
H -1.27647 -5.93151 1.40837
H -2.08846 -5.17792 0.02258
H 0.68125 -4.53370 1.08827
H 0.24573 -4.91232 -0.58906
H -0.89064 -2.79431 -0.84947
H 0.41848 -2.31642 0.25412
H -1.50568 -3.92141 2.73076
H -3.00287 -3.84386 1.77540
C -1.25751 -5.65531 -4.83986
C -0.93767 -7.12506 -4.93081
C 0.28651 -7.23809 -4.04863
O 0.16450 -6.22939 -3.03632
C -0.90093 -5.34199 -3.40322
H -2.29562 -5.41551 -5.08341
H -0.60642 -5.09113 -5.51818
H -1.76072 -7.71068 -4.50452
H -0.76193 -7.47468 -5.95130
H 1.20311 -7.03608 -4.61289
H 0.37547 -8.22201 -3.57911
H -1.74499 -5.53869 -2.73322
H -0.58104 -4.30533 -3.26649
C 2.83589 -8.96378 2.16399
C 2.27761 -8.71608 0.78642
C 0.88118 -8.22152 1.09471
O 0.94764 -7.54937 2.35998
C 2.21601 -7.83892 2.96381
H 3.92814 -8.96250 2.20236
H 2.48011 -9.93025 2.54039
H 2.85274 -7.92567 0.28989
H 2.28499 -9.59977 0.14335
H 0.17762 -9.05472 1.19548
H 0.50188 -7.53478 0.33248
H 2.82648 -6.93092 2.91002
H 2.07246 -8.10113 4.01563
C 5.37837 2.20109 1.89758
C 5.97570 3.36601 2.64383
C 4.99012 4.47402 2.34285
O 3.70736 3.85523 2.17326
C 3.89474 2.43638 2.07848
H 5.70400 1.22670 2.27043
H 5.64050 2.26732 0.83492
H 5.98184 3.15344 3.71941
H 6.99646 3.60802 2.33725
H 5.24063 4.98561 1.40749
H 4.93740 5.21716 3.14374
H 3.53304 1.98882 3.01063
H 3.30260 2.04081 1.24866
C 4.29354 -2.89780 3.42838
C 2.88440 -2.36484 3.39653
C 3.10407 -0.90917 3.04665
O 4.29016 -0.84887 2.24249
C 4.95169 -2.11972 2.31004
H 4.35739 -3.98001 3.28969
H 4.76406 -2.64591 4.38624
H 2.31879 -2.85971 2.59824
H 2.34137 -2.50078 4.33523
H 3.27798 -0.30645 3.94434
H 2.26307 -0.47907 2.49511
H 4.81416 -2.61945 1.34496
H 6.02206 -1.96994 2.47608

Properties
Lowest unoccupied orbital energy = -1.57 eV
SMILES = CCCCCCCCCc1cc(S)c2nsnc2c1CCC(N)=O.C1CCOC1.C1CCOC1.C1CCOC1.C1CCOC1.C1CCOC1

Atomic partial charges in e from the Mulliken method, atoms 1 to 2: atom 1 (C): -0.862, atom 2 (C): 1.037